(1)
C4H5NO2 in the gas phase, computed with ωB97M-V with the def2-TZVPD basis set.

Values from the calculation:
Structure (SMILES): CC(=O)CC#[N+][O-]
HOMO level: -9.69 eV
HOMO-LUMO gap: 0.3725 Ha
ΔE to the lowest compared entry with this formula, charge and spin: 3.8596 eV
Net charge: 0

```
12
Properties=species:S:1:pos:R:3:lowdin_charge:R:1
C 0.327 -0.568 -0.893 -0.11
C 1.440 -0.020 -0.190 0.02
C -0.977 -0.616 -0.010 -0.42
C -1.228 0.570 0.915 -0.01
N 2.542 0.432 -0.051 -0.13
O -1.710 -1.578 -0.039 0.08
O 3.619 0.787 0.258 0.05
H 0.357 -1.633 -1.235 0.14
H 0.003 -0.124 -1.859 0.14
H -1.916 0.261 1.657 0.07
H -0.554 1.312 1.201 0.06
H -1.903 1.177 0.247 0.11
```

=====

(2)
A molecular structure, C4H5NO2, computed with ωB97M-V with the def2-TZVPD basis set.

Values from the calculation:
HOMO level: -7.61 eV
HOMO-LUMO gap: 0.2756 Ha
ΔE to the lowest compared entry with this formula, charge and spin: 5.3306 eV
Net charge: 0

```
12
Properties=species:S:1:pos:R:3:lowdin_charge:R:1
C 0.962 -0.201 -0.273 -0.38
C 0.773 1.184 -0.215 -0.10
C -0.641 1.320 -0.013 -0.08
C -1.274 -0.053 0.032 -0.37
H 2.809 -0.360 0.350 0.17
H 1.524 2.085 0.340 0.18
H -1.399 2.239 -0.289 0.14
H -2.011 -1.656 -0.156 0.12
H -0.183 -1.867 0.692 0.32
N -0.237 -0.894 -0.241 0.03
O 2.133 -1.051 -0.100 -0.05
O -2.456 -0.746 -0.126 0.02
```

=====

What did we get for F_max? Answer: 0.1110 0.1196 hartree/bohr, in the order shown.
What did we get for E_tot? Answer: -360.5276 -360.4735 a.u., in the order shown.